Molecular formula: H12O6
Method: DFT, the ωB97M-V functional and the def2-TZVPD basis

XYZ file:
```
18
Properties=species:S:1:pos:R:3:forces:R:3
O 4.875433 4.941639 4.118855 0.83 2.27 -1.09
H 4.151860 5.467158 3.718152 0.13 -0.77 0.42
H 5.641676 5.570074 3.910704 -0.63 -1.40 0.35
O 8.419669 6.135059 5.932385 0.27 0.26 -0.65
H 7.808020 6.667664 6.443707 -0.03 -0.02 0.25
H 7.931064 5.304949 5.808408 0.21 -0.11 0.21
O 6.693871 5.701649 7.973624 1.62 0.59 1.83
H 6.134459 4.951602 7.956244 -1.29 -1.36 -0.51
H 7.312668 5.439726 8.708489 -0.65 0.70 -1.18
O 7.363704 3.467656 5.568912 1.13 -0.09 0.68
H 6.479113 3.607178 5.308832 -2.09 0.23 0.01
H 7.744412 3.300222 4.718400 0.87 -0.25 -0.71
O 4.333234 4.122763 6.608204 0.98 0.94 -1.43
H 4.652741 4.635704 5.788193 -0.66 -1.30 1.00
H 3.982960 4.856999 7.098762 -0.52 0.33 0.78
O 7.444687 5.820306 3.286553 1.20 1.02 0.42
H 8.190604 6.370762 3.657756 -1.27 -0.80 0.08
H 7.855598 5.396384 2.535875 -0.09 -0.26 -0.47
```
Positions in Å, forces in eV/Å.

**Orbital gap**: 10.9 eV
**Net charge**: 0
**Molecular weight**: 108.09 g/mol
**Maximum force**: 2.65 eV Å⁻¹
**2S+1**: 1
**Structure (SMILES)**: O.O.O.O.O.O
**Energy above the lowest of the compared OMol25 structures with the same formula, charge and spin**: 108.8 kJ/mol

Molecular formula: C9H24BrN3O3
Method: DFT, the ωB97M-V functional and the def2-TZVPD basis

XYZ file:
```
40
Properties=species:S:1:pos:R:3:forces:R:3
Br -0.243842 -0.361825 0.775162 -0.11 0.08 -0.12
C 1.440107 -5.610479 0.640859 -0.30 -0.12 0.33
C 1.021785 -5.943789 2.051355 0.01 -5.12 1.09
O 0.988322 -7.102223 2.520251 -0.18 5.47 -1.38
N 0.732177 -4.725650 2.966087 1.77 -0.72 -0.14
H 0.382074 -3.993081 2.365365 0.17 0.92 -0.23
H 0.008933 -4.886368 3.652510 -0.18 -0.57 0.45
C 2.108316 -4.417759 3.627831 -0.16 -0.05 0.07
H 0.607358 -5.221291 0.055054 -0.15 0.27 0.17
H 1.738849 -6.536620 0.149834 0.16 0.08 0.26
H 2.246796 -4.877527 0.628635 -0.02 0.02 -0.04
H 2.822730 -4.191280 2.836362 -0.25 0.09 0.05
H 2.452353 -5.300055 4.167544 -0.37 -0.22 -0.30
H 2.085493 -3.620377 4.370626 -0.56 0.20 -0.44
C -5.022736 -0.797264 -1.465606 0.96 0.78 -1.08
C -5.470720 0.571977 -1.041204 -3.82 -1.18 1.96
O -6.639534 0.769672 -0.750042 3.46 0.86 -0.86
N -4.395963 1.624955 -0.676163 0.46 0.14 -2.37
H -4.740189 2.269407 0.021171 -0.59 0.37 0.12
H -3.587059 1.177471 -0.269300 0.56 -0.66 0.38
C -3.831850 2.398518 -1.919267 -0.92 0.24 -0.18
H -5.790641 -1.264448 -2.082165 -0.12 0.19 0.27
H -4.805854 -1.429391 -0.604515 0.01 0.20 0.13
H -4.129324 -0.701248 -2.082611 0.23 -0.32 0.09
H -3.282341 1.779342 -2.628322 0.43 -0.43 0.89
H -3.281325 3.272927 -1.572238 0.15 -0.42 0.11
H -4.628706 2.761173 -2.568584 -0.55 0.05 0.65
C 2.488535 5.886214 -1.067671 -0.39 1.04 0.51
C 2.434940 4.463289 -1.536335 -0.13 0.53 -1.20
O 2.011862 4.053830 -2.569753 0.34 0.17 1.01
N 3.005953 3.376568 -0.592318 0.40 -0.34 -0.42
H 2.895970 3.611939 0.383698 0.61 0.53 0.56
H 2.364089 2.601180 -0.675374 -0.41 -0.73 -0.44
C 4.404844 2.893774 -1.004944 0.34 0.72 -0.02
H 2.220653 6.651132 -1.796530 0.33 -0.71 -0.90
H 3.393928 6.261805 -0.590910 0.27 -0.65 0.02
H 1.689936 6.137218 -0.369577 -0.14 -0.76 0.60
H 4.833679 2.161136 -0.321244 -0.65 -0.09 0.06
H 5.096511 3.736193 -0.998935 -0.29 0.20 0.08
H 4.373891 2.520955 -2.028733 -0.37 -0.09 0.22
```
Positions in Å, forces in eV/Å.

**Orbital gap**: 6.8 eV
**Net charge**: +2
**Molecular weight**: 302.21 g/mol
**Maximum force**: 5.65 eV Å⁻¹
**2S+1**: 1
**Energy above the lowest of the compared OMol25 structures with the same formula, charge and spin**: 273.0 kJ/mol

Molecular formula: C6H9N3O2S
Method: DFT, the ωB97M-V functional and the def2-TZVPD basis

XYZ file:
```
21
Properties=species:S:1:pos:R:3:forces:R:3
O 1.867669 2.279850 -0.026948 1.72 0.69 -0.01
C 2.475032 1.045615 0.024457 -4.68 -4.42 0.46
N 3.653693 0.601566 0.064744 1.25 2.54 -0.65
N 3.924281 -0.633000 -0.042754 2.01 -1.56 0.30
S 2.640495 -1.661880 -0.005462 -2.71 1.83 0.25
C 1.443483 -0.407467 0.095205 3.61 3.85 -0.58
N 0.124785 -0.296131 0.149960 -0.67 -2.44 -0.20
C -0.678594 0.875886 0.433097 2.81 1.57 0.63
C -1.825347 0.908775 -0.523268 2.14 -4.29 -1.55
O -2.697510 -0.150171 -0.149920 0.23 -0.90 -0.53
C -2.074597 -1.429530 -0.357899 0.65 1.59 0.65
C -0.683139 -1.490767 0.384224 -0.79 -1.96 0.18
H 2.497189 3.050130 -0.142539 -0.59 -1.61 0.18
H 0.045015 1.791534 0.347929 -1.88 -1.64 0.36
H -1.020691 0.680143 1.494819 -0.07 0.93 -1.04
H -2.381074 1.664623 -0.289811 -3.08 5.13 0.73
H -1.548346 0.878647 -1.652770 -0.22 0.03 1.88
H -1.914085 -1.498182 -1.445175 -0.11 -0.64 0.26
H -2.807076 -2.105163 0.089737 0.46 -0.44 -0.48
H -0.861724 -1.654909 1.489015 0.13 0.51 -0.88
H -0.179461 -2.449560 0.063361 -0.21 1.20 0.05
```
Positions in Å, forces in eV/Å.

**Orbital gap**: 7.8 eV
**Net charge**: 0
**Molecular weight**: 187.22 g/mol
**Maximum force**: 6.45 eV Å⁻¹
**2S+1**: 1
**Structure (SMILES)**: Oc1nnsc1N1CCOCC1
**Energy above the lowest of the compared OMol25 structures with the same formula, charge and spin**: 509.3 kJ/mol

Molecular formula: C5H16N2O
Method: DFT, the ωB97M-V functional and the def2-TZVPD basis

XYZ file:
```
24
Properties=species:S:1:pos:R:3:forces:R:3
C -0.863647 -0.570391 -2.632378 0.69 0.99 -1.89
C -1.114188 0.642082 -1.738048 -0.30 -2.44 1.04
N -0.281579 0.329920 -0.530320 -1.20 2.03 1.58
C -0.724278 1.330004 0.480885 0.46 -0.59 0.08
C 0.143672 1.135996 1.743543 0.90 1.12 1.39
N 0.042217 -0.142746 2.428362 -1.01 0.25 -2.58
C 1.066657 -1.122099 2.187728 -2.36 -1.87 0.73
H -1.270828 -0.491079 -3.637798 -0.79 0.23 0.07
H 0.205229 -0.594207 -2.964391 -0.53 -0.45 1.01
H -1.271131 -1.490338 -2.212643 0.40 0.02 0.15
H -0.708559 1.593406 -2.027987 -0.14 0.31 -0.84
H -2.217254 0.717023 -1.467872 1.23 0.12 -0.35
H -0.457150 -0.562239 -0.069259 -0.54 -0.22 -0.90
H -0.464343 2.347359 0.165960 -0.03 -0.20 -0.17
H -1.825927 1.324717 0.622421 0.53 -0.16 0.40
H -0.021643 1.947419 2.502650 -0.27 -0.55 -0.56
H 1.187969 1.249475 1.440787 -0.08 -0.06 0.04
H -0.939380 -0.461071 2.415184 0.49 -0.17 0.74
H 1.982728 -0.802743 2.610812 1.08 0.11 0.00
H 1.056153 -1.419790 1.136534 0.70 0.91 -0.81
H 0.689624 -2.115089 2.511514 0.57 0.62 0.92
H 2.344682 -0.462475 -0.582761 0.50 0.00 -0.19
H 1.249641 -1.118034 -1.285777 0.38 -0.27 -0.39
O 2.191326 -1.265092 -1.097150 -0.69 0.25 0.53
```
Positions in Å, forces in eV/Å.

**Orbital gap (spin up / spin down)**: 10.6 / 5.8 eV
**Net charge**: +1
**Molecular weight**: 120.20 g/mol
**Maximum force**: 3.10 eV Å⁻¹
**2S+1**: 2
**Energy above the lowest of the compared OMol25 structures with the same formula, charge and spin**: 139.0 kJ/mol

Molecular formula: ClK
Method: DFT, the ωB97M-V functional and the def2-TZVPD basis

XYZ file:
```
2
Properties=species:S:1:pos:R:3:forces:R:3
K -7.160480 -23.589660 -18.209550 -0.24 0.59 -0.36
Cl -8.124660 -21.239920 -19.657740 0.24 -0.59 0.36
```
Positions in Å, forces in eV/Å.

**Orbital gap**: 7.1 eV
**Net charge**: 0
**Molecular weight**: 74.55 g/mol
**Maximum force**: 0.73 eV Å⁻¹
**2S+1**: 1
**Energy above the lowest of the compared OMol25 structures with the same formula, charge and spin**: 8.3 kJ/mol

Molecular formula: C3H4LiO3Rh
Method: DFT, the ωB97M-V functional and the def2-TZVPD basis

XYZ file:
```
12
Properties=species:S:1:pos:R:3:forces:R:3
O -1.654900 0.476565 0.309654 -1.29 -0.90 0.07
C -1.036287 -0.770128 -0.041853 -0.23 -0.55 1.28
C 0.366837 -0.552589 -0.617646 -0.27 -3.04 -1.06
O 2.912374 0.141063 0.433578 1.64 4.71 1.82
C 2.605353 1.288182 0.638125 -2.81 -6.93 -2.90
O 1.607173 1.943181 0.478720 2.93 2.73 1.70
Li -3.310018 0.581310 0.917303 -0.89 0.09 0.36
Rh -0.241567 1.585085 -0.215214 0.05 1.82 -0.95
H -1.677547 -1.289922 -0.776259 0.41 0.22 -0.21
H -0.990245 -1.398708 0.865930 0.08 0.34 -0.35
H 0.440568 -0.605823 -1.713811 0.21 0.93 0.03
H 0.978261 -1.398216 -0.278523 0.18 0.58 0.22
```
Positions in Å, forces in eV/Å.

**Orbital gap (spin up / spin down)**: 8.1 / 8.3 eV
**Net charge**: +2
**Molecular weight**: 197.91 g/mol
**Maximum force**: 8.02 eV Å⁻¹
**2S+1**: 5
**Energy above the lowest of the compared OMol25 structures with the same formula, charge and spin**: 162.2 kJ/mol